{
  "formula": "H14O7",
  "method": "the ωB97M-V functional and the def2-TZVPD basis",
  "spin_multiplicity": 1,
  "smiles": "O.O.O.O.O.O.O",
  "homo_lumo_gap_ev": 9.82,
  "de_lowest_kj_mol": 178.8,
  "lumo_ev": -0.485,
  "species": ["O", "H", "H", "O", "H", "H", "O", "H", "H", "O", "H", "H", "O", "H", "H", "O", "H", "H", "O", "H", "H"],
  "coordinates": [[0.8123, -2.3090, -0.5152], [0.0563, -1.6950, -0.5312], [0.8513, -2.4570, -1.4382], [-0.0767, 1.6800, 3.2098], [-0.6977, 0.9730, 3.3268], [0.1133, 1.5590, 2.2298], [0.7253, 1.7440, -2.2612], [0.4373, 1.0930, -2.8992], [0.3393, 2.5720, -2.4592], [-1.6057, -1.0450, -0.0362], [-2.2777, -1.5600, -0.4062], [-1.7457, -0.2060, -0.5092], [2.4803, -2.9180, 1.5258], [2.4293, -2.1650, 2.0868], [1.8843, -2.8340, 0.7628], [0.8163, 0.8550, 0.5628], [0.8923, 1.2260, -0.3122], [0.8643, -0.0580, 0.3538], [-2.1197, 1.6000, -0.6482], [-2.7397, 1.6200, -1.4122], [-1.4387, 2.3250, -0.6292]],
  "forces_ev_per_angstrom": [[-0.6, 0.9, 0.3], [-0.5, -0.2, 1.0], [0.8, -0.8, -1.6], [0.5, 0.2, -2.0], [-0.6, -0.6, 0.5], [0.1, 0.3, 1.5], [0.9, -1.2, 0.9], [-0.2, 0.1, -0.3], [-0.6, 1.2, -0.6], [1.4, 1.3, 0.1], [-1.6, -1.8, -0.6], [0.3, 0.5, 0.7], [0.4, -1.4, -0.5], [-0.3, 1.0, 0.3], [0.1, 0.4, 0.5], [-0.1, 1.0, 0.4], [0.1, 0.7, -0.6], [0.1, -1.6, 0.2], [0.1, 0.3, -0.4], [1.0, 0.8, 0.7], [-1.4, -1.1, -0.5]]
}

{
  "formula": "C6H9F",
  "method": "the ωB97M-V functional and the def2-TZVPD basis",
  "spin_multiplicity": 1,
  "smiles": "FC1[C@@H]2CCC[C@@H]12",
  "homo_lumo_gap_ev": 9.97,
  "de_lowest_kj_mol": 243.2,
  "lumo_ev": 1.164,
  "species": ["F", "C", "C", "C", "C", "C", "C", "H", "H", "H", "H", "H", "H", "H", "H", "H"],
  "coordinates": [[-2.4099, 0.1470, -0.4862], [-1.4630, -0.1818, 0.4352], [-0.1761, 0.5748, 0.6378], [0.9890, 1.3262, -0.1026], [1.9667, 0.0970, -0.2093], [1.2062, -1.2638, 0.0155], [-0.2149, -0.7313, -0.1713], [-1.9472, -0.5194, 1.3744], [0.0989, 0.3623, 1.6418], [1.4422, 2.1553, 0.4319], [0.6774, 1.6121, -1.1176], [2.4368, 0.2077, -1.1849], [2.8186, 0.1773, 0.5057], [1.4443, -2.0426, -0.6937], [1.2760, -1.6692, 1.0230], [-0.4057, -0.5337, -1.2369]],
  "forces_ev_per_angstrom": [[-0.1, 0.1, 0.0], [-0.3, -0.3, 1.2], [0.0, 0.9, -2.0], [-1.3, -1.5, 0.3], [1.6, 0.3, 0.4], [-1.2, 0.5, 0.2], [-0.1, 0.1, -0.3], [0.3, 0.1, -0.7], [0.4, -0.3, 0.9], [-0.2, 0.1, 0.0], [0.1, 0.1, 0.5], [0.1, -0.6, -0.2], [-0.6, 0.0, -0.3], [0.3, -0.1, -0.2], [0.5, 0.1, 0.1], [0.4, 0.4, 0.2]]
}

{
  "formula": "C36H71BO14",
  "method": "the ωB97M-V functional and the def2-TZVPD basis",
  "spin_multiplicity": 1,
  "smiles": "CB(O)OC(=O)OCC(=O)O.C1CCOC1.C1CCOC1.C1CCOC1.C1CCOC1.C1CCOC1.C1CCOC1.C1CCOC1.C1CCOC1",
  "homo_lumo_gap_ev": 9.88,
  "lumo_ev": 0.617,
  "species": ["C", "B", "O", "O", "C", "O", "O", "C", "C", "O", "O", "H", "H", "H", "H", "H", "H", "H", "C", "C", "C", "O", "C", "H", "H", "H", "H", "H", "H", "H", "H", "C", "C", "C", "O", "C", "H", "H", "H", "H", "H", "H", "H", "H", "C", "C", "C", "O", "C", "H", "H", "H", "H", "H", "H", "H", "H", "C", "C", "C", "O", "C", "H", "H", "H", "H", "H", "H", "H", "H", "C", "C", "C", "O", "C", "H", "H", "H", "H", "H", "H", "H", "H", "C", "C", "C", "O", "C", "H", "H", "H", "H", "H", "H", "H", "H", "C", "C", "C", "O", "C", "H", "H", "H", "H", "H", "H", "H", "H", "C", "C", "C", "O", "C", "H", "H", "H", "H", "H", "H", "H", "H"],
  "coordinates": [[6.1751, -3.9400, 0.0661], [6.9572, -2.6293, -0.2522], [8.2587, -2.4930, 0.1481], [6.4546, -1.5484, -1.0306], [5.2943, -0.9681, -0.7260], [4.7030, -0.2646, -1.4897], [4.9252, -1.1595, 0.5606], [3.5175, -1.3572, 0.7768], [2.8820, -2.4902, -0.0047], [2.5278, -3.4933, 0.5632], [2.6797, -2.3147, -1.3153], [5.3379, -3.7550, 0.7297], [6.8120, -4.6581, 0.5639], [5.7685, -4.3750, -0.8442], [8.4133, -1.6188, 0.5272], [3.4254, -1.6534, 1.8093], [2.9561, -0.4385, 0.6668], [1.9762, -2.9365, -1.5580], [-1.2606, -0.2236, 0.8814], [-1.2327, 0.7776, 2.0356], [0.2148, 0.6529, 2.5002], [0.9892, 0.3084, 1.3413], [0.1100, -0.0394, 0.2662], [-2.0649, -0.0479, 0.1706], [-1.3536, -1.2402, 1.2520], [-1.4320, 1.7857, 1.6642], [-1.9493, 0.5631, 2.8256], [0.3205, -0.1546, 3.2325], [0.6109, 1.5704, 2.9372], [0.1230, 0.7715, -0.4711], [0.4745, -0.9479, -0.2165], [-2.5203, -4.9313, -1.1565], [-3.5871, -4.0318, -1.7780], [-3.5303, -2.8132, -0.8562], [-2.1790, -2.7319, -0.3848], [-1.4789, -3.9323, -0.7110], [-2.1178, -5.6743, -1.8411], [-2.9310, -5.4541, -0.2896], [-3.2897, -3.7474, -2.7898], [-4.5764, -4.4833, -1.8293], [-4.1917, -2.9365, 0.0083], [-3.7925, -1.8824, -1.3615], [-0.7729, -3.7088, -1.5204], [-0.9124, -4.2685, 0.1568], [-6.0666, 3.5743, 2.0853], [-5.8445, 2.5719, 0.9537], [-4.4681, 2.0175, 1.2945], [-4.3556, 2.0685, 2.7186], [-5.4206, 2.8571, 3.2598], [-7.1077, 3.8192, 2.2629], [-5.5332, 4.5025, 1.8731], [-6.5930, 1.7773, 1.0048], [-5.8863, 3.0143, -0.0406], [-3.6723, 2.6353, 0.8624], [-4.3255, 0.9881, 0.9609], [-6.1322, 2.1865, 3.7559], [-5.0143, 3.5420, 4.0041], [2.7319, 4.2763, -0.8784], [1.8669, 4.0466, 0.3578], [0.7053, 4.9994, 0.1073], [0.5459, 5.0742, -1.3115], [1.6747, 4.4757, -1.9548], [3.4106, 3.4548, -1.1012], [3.3249, 5.1864, -0.7572], [1.5114, 3.0131, 0.3783], [2.3807, 4.2459, 1.2971], [0.9252, 6.0036, 0.4872], [-0.2299, 4.6591, 0.5543], [1.3604, 3.5187, -2.3844], [2.0117, 5.1247, -2.7642], [2.1024, 9.5061, -4.0461], [2.1704, 8.0786, -3.5086], [2.9369, 7.3726, -4.6181], [3.8145, 8.3442, -5.1903], [3.4608, 9.6468, -4.7216], [1.9344, 10.2583, -3.2770], [1.3027, 9.5898, -4.7853], [2.7459, 8.0538, -2.5801], [1.1968, 7.6304, -3.3160], [2.2602, 7.0130, -5.4010], [3.5260, 6.5285, -4.2568], [4.2240, 9.9809, -4.0100], [3.4491, 10.3383, -5.5646], [0.9959, -8.9549, 0.2491], [1.1553, -7.8811, 1.3226], [1.0739, -6.6050, 0.4977], [0.2146, -6.8971, -0.6140], [-0.0144, -8.3061, -0.6875], [0.6561, -9.9150, 0.6342], [1.9452, -9.1117, -0.2691], [0.3214, -7.9309, 2.0264], [2.0822, -7.9564, 1.8881], [2.0543, -6.3140, 0.1130], [0.6665, -5.7625, 1.0564], [-1.0419, -8.5115, -0.3667], [0.0951, -8.6311, -1.7232], [-8.8214, 7.0755, 5.0707], [-8.0391, 6.2844, 6.1157], [-7.5354, 5.1047, 5.2956], [-7.3548, 5.5884, 3.9609], [-7.9632, 6.8764, 3.8289], [-8.9572, 8.1254, 5.3243], [-9.8076, 6.6299, 4.9240], [-7.1974, 6.8766, 6.4812], [-8.6358, 5.9771, 6.9728], [-8.2701, 4.2922, 5.2756], [-6.5894, 4.7051, 5.6620], [-7.1718, 7.6308, 3.7683], [-8.5392, 6.9051, 2.9034], [4.9724, -8.4464, -2.7005], [3.8895, -7.5924, -3.3567], [3.8783, -6.3671, -2.4536], [5.2117, -6.2146, -1.9617], [5.9731, -7.3872, -2.2566], [5.4114, -9.1881, -3.3658], [4.5638, -8.9674, -1.8313], [4.1931, -7.3146, -4.3683], [2.9176, -8.0805, -3.4156], [3.2065, -6.5108, -1.6030], [3.5829, -5.4566, -2.9767], [6.6821, -7.1516, -3.0575], [6.5378, -7.6779, -1.3703]],
  "forces_ev_per_angstrom": [[0.0, 0.4, -0.5], [0.4, -0.1, 0.1], [-0.3, 0.1, 0.6], [-0.2, -0.2, 1.0], [-0.1, 1.0, -0.9], [-0.1, -0.2, 0.0], [0.0, -1.0, 0.0], [0.2, 0.5, 0.1], [0.0, -0.6, 0.3], [-0.2, 0.0, 0.0], [-0.2, 0.6, 0.1], [-0.2, 0.1, 0.1], [0.2, -0.2, 0.0], [-0.1, -0.2, 0.0], [0.3, 0.1, -0.6], [0.1, -0.1, 0.3], [0.0, 0.2, -0.4], [0.3, -0.3, -0.2], [-0.1, 0.1, 0.3], [0.2, 0.0, -0.1], [-0.1, -0.1, 0.1], [-0.1, 0.1, 0.1], [0.0, 0.1, -0.2], [0.0, 0.0, 0.0], [-0.1, 0.0, 0.0], [0.0, 0.0, 0.0], [0.0, 0.0, 0.0], [0.0, 0.0, 0.0], [0.1, 0.0, -0.1], [0.0, 0.0, 0.0], [0.0, 0.0, 0.0], [-0.3, -0.3, 0.0], [0.2, 0.2, 0.0], [0.0, -0.2, 0.1], [-0.2, -0.1, -0.1], [0.2, 0.1, -0.1], [0.0, 0.0, 0.0], [0.0, 0.0, 0.0], [0.0, 0.0, 0.0], [0.0, 0.0, 0.1], [0.0, 0.0, 0.0], [0.1, 0.0, 0.0], [0.0, -0.1, 0.0], [0.0, 0.1, 0.0], [0.1, -0.1, -0.2], [0.0, -0.1, 0.1], [0.1, 0.1, 0.0], [0.0, 0.0, 0.0], [-0.1, -0.1, 0.0], [0.0, 0.0, 0.0], [0.0, 0.0, 0.0], [0.0, 0.0, 0.0], [0.0, 0.0, 0.0], [0.0, 0.0, -0.1], [0.0, 0.0, 0.0], [0.0, 0.0, 0.0], [0.0, 0.0, 0.0], [0.0, 0.1, 0.0], [-0.1, -0.2, 0.0], [0.1, 0.1, 0.0], [0.0, 0.0, 0.0], [-0.1, -0.1, 0.0], [0.0, 0.0, 0.0], [0.0, 0.0, 0.0], [0.0, 0.0, 0.0], [0.0, 0.0, 0.0], [0.0, 0.0, 0.0], [0.0, 0.0, 0.0], [0.1, 0.0, 0.0], [-0.1, 0.0, 0.0], [0.0, 0.0, -0.1], [0.1, 0.0, 0.1], [-0.1, 0.0, -0.1], [0.0, 0.0, 0.0], [0.1, 0.0, 0.1], [0.0, 0.0, 0.0], [0.0, 0.0, 0.0], [0.0, 0.0, 0.0], [0.0, 0.0, 0.0], [0.0, 0.0, 0.0], [0.0, 0.0, 0.0], [0.0, 0.0, 0.0], [0.0, 0.0, 0.0], [0.1, 0.0, 0.0], [-0.1, 0.0, 0.0], [0.0, 0.0, 0.0], [0.1, 0.0, 0.0], [-0.1, 0.0, 0.0], [0.0, 0.0, 0.0], [0.0, 0.0, 0.0], [0.0, 0.0, 0.0], [0.0, 0.0, 0.0], [0.0, 0.1, 0.1], [0.0, 0.0, -0.1], [0.0, -0.1, 0.0], [0.0, 0.0, 0.0], [-0.1, -0.1, 0.0], [0.1, 0.1, 0.0], [-0.1, 0.0, -0.1], [-0.1, 0.1, 0.2], [0.1, 0.0, 0.0], [0.0, 0.0, 0.0], [0.0, 0.0, 0.0], [0.0, 0.0, 0.0], [0.0, 0.0, 0.0], [0.0, 0.0, 0.1], [0.0, 0.0, 0.0], [0.0, 0.0, 0.0], [0.0, 0.0, 0.0], [-0.1, 0.0, 0.1], [0.1, 0.0, -0.1], [-0.1, 0.0, 0.1], [-0.1, -0.1, -0.1], [0.0, 0.0, -0.1], [0.0, 0.0, 0.0], [0.0, 0.0, 0.0], [0.0, 0.0, 0.0], [0.0, 0.0, 0.0], [-0.1, 0.0, 0.0], [0.0, 0.0, 0.0], [0.0, 0.0, 0.0], [0.0, 0.0, 0.0]]
}